15
Properties=species:S:1:pos:R:3:nbo_charge:R:1 method="wB97M-V/def2-TZVPD" homo_lumo_gap_ev=8.225 relative_energy_kcal_mol=199.6 spin_multiplicity=1 lumo_ev=-0.37 total_energy_ev=-10666.3433
C 0.1847 0.8410 -0.2830 0.58
C 0.6464 -1.5703 -0.1298 0.31
C -2.6474 -0.1432 0.1556 -0.12
H 2.1014 0.3973 -0.5319 0.40
H 2.1637 2.0177 0.3606 0.40
H -0.2093 2.7140 -0.0806 0.35
H -0.0169 -2.4689 0.2056 0.18
H 2.7146 -1.9832 0.4862 0.41
H -3.4567 -0.8383 -0.1529 0.20
H -2.4203 0.8564 1.2153 0.34
N 1.6348 1.2900 -0.4367 -0.88
N -0.5845 1.8316 -0.0055 -0.76
N -0.3125 -0.5058 -0.2412 -0.39
N 1.9102 -1.3650 0.1159 -0.78
N -1.7082 -1.0734 -0.6779 -0.25



16
Properties=species:S:1:pos:R:3:nbo_charge:R:1 method="wB97M-V/def2-TZVPD" homo_lumo_gap_ev=8.495 relative_energy_kcal_mol=188.5 spin_multiplicity=1 lumo_ev=-0.36 total_energy_ev=-12714.4736
C -1.4837 0.7168 0.0394 0.80
C 0.7253 -0.5213 -0.3070 0.32
C 2.8426 -0.1921 0.2579 0.23
H -1.8822 -2.3801 -0.6070 0.37
H -0.8941 -1.7481 1.0316 0.40
H -3.2322 -0.0292 -0.1257 0.40
H 0.4444 1.2895 0.6574 0.45
H 0.1160 -1.1775 -0.8749 0.19
H 4.1666 -0.5671 0.8319 0.21
H 1.6714 1.3191 -0.9037 0.33
N -1.9405 -1.6312 0.3070 -0.68
N -2.2149 -0.4274 -0.3149 -0.49
N 0.0571 0.5299 0.0072 -0.66
N 1.9028 -1.2672 -0.0520 -0.56
N 2.5921 1.1973 -0.1472 -0.77
O -1.9589 1.8079 0.1810 -0.54